*A*
Molecular formula: C33H37BF3N9O2SV
Method: DFT, the ωB97M-V functional and the def2-TZVPD basis

Geometry as ORCA input:
```
! wB97M-V def2-TZVPD RIJCOSX def2/J DEFGRID3
* xyz -2 4
V -0.19 -0.15 0.70
C -2.93 2.18 -2.50
C -2.08 1.03 -2.02
O -1.84 0.97 -0.81
C -1.62 0.10 -3.02
C 0.17 -1.30 -1.64
C 1.27 -2.33 -2.03
N -0.57 -1.64 -0.44
N -1.83 -2.22 -0.44
C -2.47 -1.74 0.57
O -1.98 -0.77 1.35
C -3.82 -2.27 0.88
C -4.41 -3.28 0.13
C -5.69 -3.73 0.43
C -6.41 -3.18 1.49
C -5.82 -2.18 2.24
C -4.54 -1.72 1.94
H -2.38 3.11 -2.32
H -3.85 2.23 -1.90
H -3.18 2.12 -3.56
H -2.32 0.00 -3.84
H 1.64 -2.15 -3.04
H 0.89 -3.35 -1.97
H 2.11 -2.21 -1.35
H -3.85 -3.71 -0.69
H -6.14 -4.52 -0.17
H -7.40 -3.54 1.73
H -6.36 -1.74 3.08
H -4.06 -0.94 2.52
C -1.13 -2.27 -3.65
C -0.65 -1.04 -2.91
C -0.03 0.05 -3.71
C 1.01 0.89 -3.20
C 1.49 2.02 -4.06
N 1.25 0.91 -1.87
N 0.79 -0.10 -1.04
B 1.96 2.01 -1.06
N 3.08 1.43 -0.15
N 2.81 0.96 1.09
C 3.96 0.53 1.58
C 4.00 -0.05 2.96
C 5.00 0.68 0.63
C 4.38 1.27 -0.46
C 4.96 1.66 -1.79
N 0.90 2.78 -0.20
N 0.05 2.15 0.67
C -0.80 3.06 1.11
C -1.94 2.72 2.02
C -0.50 4.31 0.54
C 0.59 4.08 -0.28
C 1.34 5.05 -1.14
H -1.64 -1.98 -4.57
H -0.31 -2.94 -3.92
H -1.83 -2.83 -3.01
H -0.08 -0.02 -4.79
H 1.27 1.78 -5.10
H 0.99 2.98 -3.83
H 2.56 2.20 -3.97
H 2.47 2.81 -1.81
H 3.17 0.34 3.55
H 3.92 -1.14 2.95
H 4.94 0.21 3.47
H 6.04 0.41 0.72
H 6.02 1.40 -1.81
H 4.46 1.14 -2.61
H 4.86 2.73 -1.98
H -2.35 1.74 1.78
H -1.63 2.71 3.06
H -2.72 3.47 1.89
H -1.01 5.25 0.70
H 0.94 6.06 -0.96
H 2.40 5.06 -0.91
H 1.23 4.82 -2.20
F -0.75 -1.49 5.96
C 0.48 -1.93 5.72
F 1.34 -1.08 6.31
F 0.59 -3.10 6.42
C 0.79 -2.14 4.26
C 1.38 -3.31 3.86
C 1.70 -3.52 2.53
C 1.34 -2.55 1.63
N 0.77 -1.40 1.98
C 0.54 -1.11 3.30
S 0.01 0.47 3.64
H 1.60 -4.07 4.60
H 2.17 -4.44 2.18
H 1.47 -2.69 0.56
*
```

## Properties
Lowest unoccupied orbital energy (alpha / beta): 4.5 / 4.5 eV
Gap between HOMO and LUMO (alpha / beta): 0.14548 / 0.19299 Eh
HOMO level (alpha / beta): 0.5 / -0.8 eV
M: 742.5 g mol⁻¹

*B*
Molecular formula: C33H37BF3N9O2SV
Method: DFT, the ωB97M-V functional and the def2-TZVPD basis

Geometry as ORCA input:
```
! wB97M-V def2-TZVPD RIJCOSX def2/J DEFGRID3
* xyz -2 4
V -0.38 0.27 -0.14
C -2.03 4.75 -0.29
C -1.28 3.61 0.39
O -1.67 2.45 0.11
C -0.26 3.94 1.28
C 0.46 2.98 2.04
C 1.31 3.49 3.19
N 0.32 1.71 1.80
N 0.76 0.79 2.75
C 0.06 -0.43 2.60
O -0.58 -0.67 1.51
C -0.05 -1.30 3.73
C -0.74 -2.53 3.57
C -0.91 -3.39 4.63
C -0.42 -3.08 5.90
C 0.26 -1.87 6.08
C 0.43 -0.99 5.03
H -1.92 4.65 -1.37
H -1.66 5.73 0.02
H -3.09 4.68 -0.05
H -0.04 4.99 1.45
H 1.20 4.57 3.29
H 2.36 3.24 3.04
H 0.98 3.01 4.11
H -1.12 -2.78 2.59
H -1.43 -4.33 4.48
H -0.55 -3.77 6.73
H 0.65 -1.61 7.06
H 0.95 -0.06 5.20
C 0.92 3.42 -1.88
C -0.09 2.55 -2.54
C -0.76 2.75 -3.76
C -1.47 1.59 -3.99
C -2.37 1.24 -5.12
N -1.22 0.76 -2.96
N -0.40 1.35 -2.07
B -1.53 -0.77 -2.84
N -2.54 -0.93 -1.69
N -2.26 -0.28 -0.54
C -3.30 -0.44 0.29
C -3.37 0.18 1.64
C -4.27 -1.22 -0.37
C -3.75 -1.51 -1.61
C -4.32 -2.34 -2.72
N -0.25 -1.45 -2.42
N 0.40 -0.92 -1.29
C 1.83 -1.28 -1.40
C 2.70 -0.03 -1.68
C 1.85 -2.22 -2.58
C 0.63 -2.21 -3.15
C 0.18 -2.91 -4.39
H 0.65 4.47 -1.95
H 1.90 3.29 -2.35
H 1.01 3.15 -0.83
H -0.73 3.63 -4.39
H -2.51 2.11 -5.76
H -3.35 0.91 -4.75
H -1.96 0.43 -5.72
H -1.97 -1.19 -3.87
H -2.92 1.17 1.59
H -2.81 -0.40 2.36
H -4.41 0.25 1.97
H -5.22 -1.55 0.03
H -5.19 -2.88 -2.36
H -3.58 -3.06 -3.07
H -4.61 -1.73 -3.57
H 2.52 0.72 -0.92
H 2.45 0.38 -2.67
H 3.75 -0.31 -1.66
H 2.73 -2.73 -2.95
H 0.93 -3.63 -4.71
H 0.01 -2.19 -5.20
H -0.77 -3.43 -4.21
F 6.15 0.06 2.66
C 5.27 -1.01 2.93
F 4.82 -0.71 4.18
F 6.15 -2.06 3.09
C 4.27 -1.27 1.93
C 4.57 -2.18 0.85
C 3.66 -2.49 -0.09
C 2.28 -1.89 -0.06
N 2.13 -0.82 0.91
C 3.02 -0.61 1.81
S 2.55 0.66 2.98
H 5.56 -2.62 0.83
H 3.89 -3.20 -0.87
H 1.52 -2.66 0.16
*
```

## Properties
Lowest unoccupied orbital energy (alpha / beta): 4.1 / 4.1 eV
Gap between HOMO and LUMO (alpha / beta): 0.13979 / 0.18248 Eh
HOMO level (alpha / beta): 0.3 / -0.8 eV
M: 742.5 g mol⁻¹

Most favorable first, least favorable last: *A*, *B*

*A*
Molecular formula: C2H6N2O3
Method: DFT, the ωB97M-V functional and the def2-TZVPD basis

Geometry as ORCA input:
```
! wB97M-V def2-TZVPD RIJCOSX def2/J DEFGRID3
* xyz 0 1
C 2.03 0.05 -0.19
C 0.41 -0.43 -0.43
N -0.14 0.04 -1.46
N 0.06 -1.45 0.32
O 2.61 -0.67 0.56
O 2.19 1.03 -0.87
O -0.42 1.30 1.14
H 0.50 0.94 -1.64
H -1.10 -0.14 -1.67
H -0.93 -1.83 0.18
H -0.05 1.23 1.99
H 0.67 -1.75 1.10
H 0.16 1.85 0.73
*
```

## Properties
Lowest unoccupied orbital energy: 0.4 eV
Gap between HOMO and LUMO: 0.35862 Eh
HOMO level: -9.3 eV
M: 106.1 g mol⁻¹

*B*
Molecular formula: C2H6N2O3
Method: DFT, the ωB97M-V functional and the def2-TZVPD basis

Geometry as ORCA input:
```
! wB97M-V def2-TZVPD RIJCOSX def2/J DEFGRID3
* xyz 0 1
N -1.88 -0.26 -0.57
C 0.11 -0.53 0.62
O -0.37 0.49 1.42
N -0.75 -0.92 -0.56
H -0.23 1.35 0.97
H -2.20 0.17 0.31
H -2.53 -0.49 -1.31
H 0.27 -1.45 1.20
C 1.31 -0.12 -0.27
O 1.31 1.32 -0.31
O 2.37 -0.77 -0.30
H 2.11 1.66 0.12
H 0.47 -0.45 -1.32
*
```

## Properties
Lowest unoccupied orbital energy (alpha / beta): -0.7 / -0.2 eV
Gap between HOMO and LUMO (alpha / beta): 0.27491 / 0.30260 Eh
HOMO level (alpha / beta): -8.2 / -8.4 eV
M: 106.1 g mol⁻¹

Most favorable first, least favorable last: *A*, *B*

*A*
Molecular formula: C5H5NO2
Method: DFT, the ωB97M-V functional and the def2-TZVPD basis

Geometry as ORCA input:
```
! wB97M-V def2-TZVPD RIJCOSX def2/J DEFGRID3
* xyz 0 1
C -2.01 -1.30 0.26
C -1.01 -0.30 -0.23
C -1.16 1.10 -0.16
C 0.11 1.49 -0.11
C 0.99 0.22 -0.22
N 2.30 0.43 0.14
O 2.94 -0.79 0.06
O 0.25 -0.80 -0.45
H -1.66 -2.27 0.26
H -3.00 -0.84 0.21
H -2.18 1.64 -0.02
H 0.55 2.39 0.69
H 3.87 -0.97 -0.44
*
```

## Properties
Lowest unoccupied orbital energy: -0.3 eV
Gap between HOMO and LUMO: 0.28611 Eh
HOMO level: -8.1 eV
SMILES string: C=C1C=C/C(=N/O)O1
M: 111.1 g mol⁻¹

*B*
Molecular formula: C5H5NO2
Method: DFT, the ωB97M-V functional and the def2-TZVPD basis

Geometry as ORCA input:
```
! wB97M-V def2-TZVPD RIJCOSX def2/J DEFGRID3
* xyz 0 1
C -1.08 -0.24 -0.11
C -0.11 0.66 -0.98
C -0.28 0.15 0.99
C 1.21 -0.17 0.70
C 1.35 0.23 -0.62
H -0.45 1.15 -1.86
H -0.89 -0.16 1.86
H 1.70 0.15 1.75
H 0.65 -1.79 -0.29
H 2.19 0.90 -0.99
N 1.44 -1.26 -0.22
O -2.18 -0.79 -0.20
O -0.30 1.40 0.34
*
```

## Properties
Lowest unoccupied orbital energy: 0.8 eV
Gap between HOMO and LUMO: 0.38775 Eh
HOMO level: -9.8 eV
M: 111.1 g mol⁻¹

Most favorable first, least favorable last: *B*, *A*

*A*
Molecular formula: C5H5NO2
Method: DFT, the ωB97M-V functional and the def2-TZVPD basis

Geometry as ORCA input:
```
! wB97M-V def2-TZVPD RIJCOSX def2/J DEFGRID3
* xyz 0 1
C -2.13 0.93 0.63
C -1.43 -0.15 -0.09
O -1.98 -1.11 -0.69
C 0.12 0.01 -0.09
N 0.79 0.93 -0.61
C 2.13 0.65 -0.28
C 2.12 -0.48 0.37
O 0.88 -0.88 0.55
H -1.78 1.79 0.13
H -3.37 0.96 0.54
H -2.01 0.84 1.55
H 2.67 1.24 -0.78
H 2.91 -1.20 0.68
*
```

## Properties
Lowest unoccupied orbital energy: 0.6 eV
Gap between HOMO and LUMO: 0.38679 Eh
HOMO level: -10.0 eV
SMILES string: CC(=O)c1ncco1
M: 111.1 g mol⁻¹

*B*
Molecular formula: C5H5NO2
Method: DFT, the ωB97M-V functional and the def2-TZVPD basis

Geometry as ORCA input:
```
! wB97M-V def2-TZVPD RIJCOSX def2/J DEFGRID3
* xyz 0 1
N 0.57 2.82 1.81
C 0.77 2.16 0.89
C 0.98 1.27 -0.21
C -0.16 0.31 -0.36
C 0.17 -0.78 0.78
O 1.59 -0.94 0.84
C 2.25 0.11 0.34
O 3.38 0.41 0.16
H 1.36 1.59 -1.09
H -0.27 -0.30 -1.22
H -1.15 0.55 -0.04
H -0.21 -0.47 1.67
H -0.43 -1.64 0.48
*
```

## Properties
Lowest unoccupied orbital energy: 0.6 eV
Gap between HOMO and LUMO: 0.40216 Eh
HOMO level: -10.3 eV
SMILES string: N#C[C@@H]1CCOC1=O
M: 111.1 g mol⁻¹

Most favorable first, least favorable last: *B*, *A*

*A*
Molecular formula: C5H5NO2
Method: DFT, the ωB97M-V functional and the def2-TZVPD basis

Geometry as ORCA input:
```
! wB97M-V def2-TZVPD RIJCOSX def2/J DEFGRID3
* xyz 0 1
C -0.56 0.89 2.84
C -0.59 0.40 1.58
C 0.08 0.22 -0.57
C 0.24 -1.33 -1.87
C 0.71 -0.25 -2.50
H -0.01 1.92 2.94
H -0.80 0.47 3.85
H -1.00 -0.56 1.14
H 0.14 -2.37 -2.37
H 1.34 -0.17 -3.43
N -0.37 -1.03 -0.65
O 0.10 1.09 0.55
O 0.72 0.73 -1.50
*
```

## Properties
Lowest unoccupied orbital energy: 1.0 eV
Gap between HOMO and LUMO: 0.36840 Eh
HOMO level: -9.1 eV
M: 111.1 g mol⁻¹

*B*
Molecular formula: C5H5NO2
Method: DFT, the ωB97M-V functional and the def2-TZVPD basis

Geometry as ORCA input:
```
! wB97M-V def2-TZVPD RIJCOSX def2/J DEFGRID3
* xyz 0 1
C -1.17 1.22 -0.21
N -2.52 0.91 -0.05
O -2.74 -0.37 -0.13
C -1.59 -1.00 -0.22
C -0.48 -0.01 -0.43
C 1.05 -0.52 -0.17
C 2.14 0.24 0.43
O 1.92 0.33 -0.90
H -0.90 2.36 -0.26
H -1.71 -2.13 0.23
H 1.13 -1.64 -0.46
H 2.02 1.14 1.18
H 2.85 -0.55 0.99
*
```

## Properties
Lowest unoccupied orbital energy: 0.8 eV
Gap between HOMO and LUMO: 0.37178 Eh
HOMO level: -9.3 eV
SMILES string: c1nocc1[C@@H]1CO1
M: 111.1 g mol⁻¹

*C*
Molecular formula: C5H5NO2
Method: DFT, the ωB97M-V functional and the def2-TZVPD basis

Geometry as ORCA input:
```
! wB97M-V def2-TZVPD RIJCOSX def2/J DEFGRID3
* xyz 0 1
C -2.68 0.84 -0.89
C -1.69 0.25 -0.62
C -0.66 -0.43 0.26
C -1.33 -1.43 1.02
N 0.60 0.00 0.44
O 1.56 -1.22 0.30
C 1.13 1.05 -0.22
O 2.34 1.12 -0.49
H -3.67 1.29 -1.03
H -2.35 -1.60 0.58
H -0.64 -1.73 1.97
H 2.32 -0.92 -0.24
H 0.34 2.11 -0.06
*
```

## Properties
Lowest unoccupied orbital energy: -0.1 eV
Gap between HOMO and LUMO: 0.33492 Eh
HOMO level: -9.2 eV
SMILES string: C#CC(=C)N(O)C=O
M: 111.1 g mol⁻¹

Most favorable first, least favorable last: *A*, *B*, *C*

*A*
Molecular formula: C3H7OS
Method: DFT, the ωB97M-V functional and the def2-TZVPD basis

Geometry as ORCA input:
```
! wB97M-V def2-TZVPD RIJCOSX def2/J DEFGRID3
* xyz -1 1
C -0.70 1.19 -0.34
C -0.20 -0.25 0.10
C -1.00 -1.30 0.45
O -0.41 -2.41 1.03
H -0.49 1.39 -1.43
H -1.76 1.34 -0.17
H -0.02 1.93 0.14
H 0.87 -0.35 0.19
H -2.09 -1.27 0.36
H -0.36 -3.15 0.42
S 2.41 1.51 -0.29
H 3.73 1.37 -0.47
*
```

## Properties
Lowest unoccupied orbital energy: 3.5 eV
Gap between HOMO and LUMO: 0.22487 Eh
HOMO level: -2.6 eV
M: 91.2 g mol⁻¹

*B*
Molecular formula: C3H7OS
Method: DFT, the ωB97M-V functional and the def2-TZVPD basis

Geometry as ORCA input:
```
! wB97M-V def2-TZVPD RIJCOSX def2/J DEFGRID3
* xyz -1 1
C 2.64 -0.49 0.42
S 1.72 0.89 -0.35
H 2.10 -1.44 0.32
H 2.79 -0.29 1.49
H 3.63 -0.59 0.00
C -2.66 0.74 -0.56
C -1.72 0.09 0.11
O -0.86 -0.78 -0.45
H -3.36 1.41 -0.09
H -2.72 0.65 -1.64
H -1.64 0.21 1.20
H 0.08 -0.42 -0.46
*
```

## Properties
Lowest unoccupied orbital energy: 4.2 eV
Gap between HOMO and LUMO: 0.25236 Eh
HOMO level: -2.7 eV
M: 91.2 g mol⁻¹

Most favorable first, least favorable last: *B*, *A*

*A*
Molecular formula: C4H9N2
Method: DFT, the ωB97M-V functional and the def2-TZVPD basis

Geometry as ORCA input:
```
! wB97M-V def2-TZVPD RIJCOSX def2/J DEFGRID3
* xyz 1 1
C -1.63 -0.67 0.23
C -0.24 -1.05 0.38
C 0.59 0.02 0.29
C -0.30 1.19 0.17
N 1.90 0.15 0.48
N -1.56 0.80 0.12
H -2.17 -0.84 -0.85
H -2.39 -1.13 0.94
H 0.03 -2.14 0.21
H 1.94 -0.34 -2.23
H 0.23 2.15 0.10
H 2.45 -0.56 1.06
H 2.20 1.08 0.85
H 1.36 -0.01 -1.91
H -2.40 1.36 0.16
*
```

## Properties
Lowest unoccupied orbital energy: -5.2 eV
Gap between HOMO and LUMO: 0.30112 Eh
HOMO level: -13.4 eV
M: 85.1 g mol⁻¹

*B*
Molecular formula: C4H9N2
Method: DFT, the ωB97M-V functional and the def2-TZVPD basis

Geometry as ORCA input:
```
! wB97M-V def2-TZVPD RIJCOSX def2/J DEFGRID3
* xyz 1 1
C 1.62 -0.27 -0.88
C -2.42 0.49 1.00
C 2.07 0.33 0.38
C -1.96 -0.74 0.25
N 0.86 -0.57 0.32
N -2.23 0.18 -0.50
H 1.38 0.39 -1.73
H 2.27 -1.21 -1.01
H -3.56 0.53 1.17
H -1.72 1.18 1.42
H 3.06 0.03 0.71
H 1.70 1.34 0.62
H 0.96 -1.59 0.56
H -2.48 0.45 -1.42
H -1.73 -1.77 0.33
*
```

## Properties
Lowest unoccupied orbital energy: -4.7 eV
Gap between HOMO and LUMO: 0.32340 Eh
HOMO level: -13.5 eV
M: 85.1 g mol⁻¹

*C*
Molecular formula: C4H9N2
Method: DFT, the ωB97M-V functional and the def2-TZVPD basis

Geometry as ORCA input:
```
! wB97M-V def2-TZVPD RIJCOSX def2/J DEFGRID3
* xyz 1 1
C 1.81 -0.36 0.57
N 0.68 -0.56 -0.29
C 0.24 0.46 -1.20
C -0.17 1.37 -0.11
N -0.60 -0.04 -0.14
C -1.80 -0.82 0.13
H 2.13 0.64 0.91
H 1.71 -1.02 1.52
H 2.80 -0.69 0.06
H 0.02 0.75 -2.28
H 0.39 1.43 0.80
H -0.95 2.16 -0.25
H -2.52 -0.61 -0.73
H -1.50 -1.90 -0.09
H -2.25 -0.79 1.11
*
```

## Properties
Lowest unoccupied orbital energy: -2.8 eV
Gap between HOMO and LUMO: 0.45081 Eh
HOMO level: -15.1 eV
SMILES string: CN1[C@@H]2C[N@@+]21C
M: 85.1 g mol⁻¹

*D*
Molecular formula: C4H9N2
Method: DFT, the ωB97M-V functional and the def2-TZVPD basis

Geometry as ORCA input:
```
! wB97M-V def2-TZVPD RIJCOSX def2/J DEFGRID3
* xyz 1 1
C 2.04 -1.45 -0.25
C -0.26 -0.83 -0.25
C 0.57 0.20 0.43
C 0.25 1.65 -0.02
N 1.85 -0.28 0.07
N -1.82 -0.70 0.13
H 2.83 -2.19 -0.47
H -0.42 -0.69 -1.30
H 0.60 0.15 1.58
H 1.26 2.35 -0.10
H -0.36 2.19 0.73
H -0.23 1.70 -1.05
H -2.21 -1.53 -0.25
H -2.33 0.02 -0.44
H -1.78 -0.58 1.19
*
```

## Properties
Lowest unoccupied orbital energy (alpha / beta): -5.1 / -4.7 eV
Gap between HOMO and LUMO (alpha / beta): 0.26804 / 0.30670 Eh
HOMO level (alpha / beta): -12.4 / -13.0 eV
M: 85.1 g mol⁻¹

Most favorable first, least favorable last: *A*, *B*, *C*, *D*

*A*
Molecular formula: C4H9N2
Method: DFT, the ωB97M-V functional and the def2-TZVPD basis

Geometry as ORCA input:
```
! wB97M-V def2-TZVPD RIJCOSX def2/J DEFGRID3
* xyz 1 1
C -0.10 -1.40 -2.95
N 0.58 -0.93 -1.98
H -1.18 -1.25 -2.98
H 0.34 -1.95 -3.78
H 1.57 -1.14 -2.14
C 0.57 0.78 1.68
C 0.71 0.46 2.95
C -0.97 0.78 -0.18
N -0.71 0.62 1.06
H 1.30 1.25 1.04
H -0.10 0.06 3.54
H 1.67 0.61 3.43
H -2.01 0.71 -0.50
H -0.17 0.99 -0.87
H -1.50 0.42 1.68
*
```

## Properties
Lowest unoccupied orbital energy: -4.9 eV
Gap between HOMO and LUMO: 0.33959 Eh
HOMO level: -14.1 eV
M: 85.1 g mol⁻¹

*B*
Molecular formula: C4H9N2
Method: DFT, the ωB97M-V functional and the def2-TZVPD basis

Geometry as ORCA input:
```
! wB97M-V def2-TZVPD RIJCOSX def2/J DEFGRID3
* xyz 1 1
N 1.88 0.18 -0.35
C 0.35 0.05 -0.01
C -0.48 -1.10 0.36
C -1.61 -0.50 -0.55
N -0.72 0.79 -0.76
C -0.56 1.51 0.53
H 1.99 0.40 -1.38
H 2.23 -0.82 -0.32
H 2.51 0.52 0.38
H -0.86 -1.37 1.33
H -0.12 -2.05 0.08
H -1.54 -0.96 -1.52
H -2.50 -0.36 -0.06
H -1.26 1.39 1.34
H 0.23 2.22 0.40
*
```

## Properties
Lowest unoccupied orbital energy: -3.9 eV
Gap between HOMO and LUMO: 0.33295 Eh
HOMO level: -13.0 eV
SMILES string: [NH3+][C@]12CCN1C2
M: 85.1 g mol⁻¹

Most favorable first, least favorable last: *A*, *B*